Entry 1:
{"formula": "C48H52DyN6", "method": "wB97M-V/def2-TZVPD", "total_charge": 1, "homo_ev": [-8.80, -8.81], "multiplicity": 6, "lumo_energy_ev": [-3.47, -3.47], "e_tot_ha": -3073.749868, "species": ["Dy", "C", "C", "C", "C", "C", "C", "C", "N", "C", "C", "C", "C", "C", "C", "C", "C", "C", "C", "N", "C", "C", "C", "N", "C", "C", "C", "C", "C", "C", "C", "C", "C", "C", "C", "C", "C", "C", "N", "C", "C", "H", "H", "H", "H", "H", "H", "H", "H", "H", "H", "H", "H", "H", "H", "H", "H", "H", "H", "H", "H", "H", "H", "H", "H", "H", "H", "H", "H", "H", "H", "H", "H", "H", "H", "H", "H", "H", "H", "H", "H", "H", "H", "H", "H", "C", "C", "N", "C", "C", "C", "C", "C", "C", "C", "C", "C", "N", "C", "H", "H", "H", "H", "H", "H", "H", "H"], "positions_angstrom": [[-0.6437, -0.4982, -0.1998], [0.4604, 3.3911, -5.5465], [-0.3447, 2.0656, -5.3653], [0.1863, 1.2354, -4.2768], [1.0962, 0.1783, -4.2849], [2.0641, -0.1729, -5.4006], [3.5315, -0.1465, -4.9718], [1.2411, -0.2804, -2.9310], [0.3427, 0.3757, -2.0910], [-0.2371, 1.3448, -2.8548], [-1.1326, 2.3494, -2.4007], [-1.3532, 2.6974, -1.0159], [-1.9597, 3.9096, -0.5120], [-2.5236, 5.0255, -1.3841], [-1.5533, 5.7736, -2.3071], [-1.9698, 3.8586, 0.8817], [-1.4715, 2.5731, 1.1980], [-1.5363, 1.9491, 2.4999], [-0.9145, 0.7720, 2.8645], [-0.0163, 0.0302, 2.0786], [0.5528, -0.9300, 2.9314], [1.5863, -1.7877, 2.4577], [2.1293, -1.8465, 1.1453], [1.6062, -1.2406, 0.0094], [2.4681, -1.5204, -1.0204], [2.1152, -1.3011, -2.4228], [3.6858, -2.1985, -0.5448], [3.4560, -2.4502, 0.7981], [4.3948, -3.2082, 1.6317], [5.6795, -2.3716, 1.9211], [4.8034, -2.5330, -1.5081], [5.6387, -1.2918, -1.9904], [-0.0108, -0.7672, 4.2159], [-1.0090, 0.1707, 4.2206], [-1.9177, 0.6007, 5.3180], [-1.2689, 1.6549, 6.1853], [0.4402, -1.5060, 5.4160], [1.9766, -1.5640, 5.6215], [-1.2266, 1.8184, 0.0428], [-2.2739, 4.8914, 1.9426], [-1.3091, 4.8819, 3.1191], [0.0396, 4.0355, -6.3045], [1.4310, 3.1819, -5.9462], [0.5085, 3.9998, -4.6724], [-0.4473, 1.5056, -6.2880], [-1.4042, 2.2981, -5.1854], [1.8495, 0.4928, -6.2389], [1.8317, -1.1685, -5.7702], [4.2026, -0.4051, -5.8073], [3.8270, -0.7668, -4.1620], [3.7857, 0.8744, -4.6621], [-1.8328, 2.8490, -3.1683], [-3.0248, 5.7656, -0.7828], [-3.2923, 4.5546, -2.0654], [-0.5810, 5.8931, -1.8058], [-1.9677, 6.7346, -2.5377], [-1.3562, 5.1551, -3.2104], [-2.0680, 2.4261, 3.3458], [1.9125, -2.6254, 3.1239], [2.6721, -1.9939, -3.1126], [4.6410, -4.1140, 1.1478], [3.9474, -3.4114, 2.6210], [6.3290, -2.1615, 1.0334], [6.3056, -2.9156, 2.6564], [5.3401, -1.4191, 2.3823], [4.2062, -2.9376, -2.3294], [5.3297, -3.4047, -1.1317], [5.0255, -0.6160, -2.6057], [6.5636, -1.6714, -2.4823], [5.9415, -0.7191, -1.0961], [-2.2010, -0.2990, 5.8862], [-2.8753, 0.9572, 4.8536], [-0.6257, 1.2738, 6.9915], [-2.0488, 2.2966, 6.6211], [-0.6435, 2.3908, 5.5839], [0.0181, -2.4672, 5.4807], [0.0653, -0.9801, 6.2901], [2.5548, -2.2362, 5.0198], [2.2202, -1.7431, 6.6834], [2.4191, -0.6069, 5.3067], [-3.2724, 4.6546, 2.3782], [-2.3927, 5.9249, 1.5702], [-1.7647, 4.5316, 4.0564], [-0.9205, 5.9373, 3.2795], [-0.4902, 4.2271, 2.9196], [-5.3708, -0.1873, -0.0199], [-3.9818, 0.0957, -0.0299], [-3.0314, -0.8877, -0.0985], [-3.4270, -2.1442, -0.2967], [-4.8599, -2.5191, -0.3632], [-5.8129, -1.4621, -0.1147], [-5.2758, -3.8520, -0.5344], [-4.3023, -4.8139, -0.6984], [-2.9418, -4.5222, -0.7747], [-2.0096, -5.5792, -0.9040], [-0.6563, -5.2572, -1.1371], [-0.2697, -3.8955, -0.9320], [-1.1441, -2.9104, -0.5399], [-2.4454, -3.2250, -0.5479], [-6.0352, 0.5967, 0.2625], [-3.6856, 1.1269, 0.0518], [-6.8833, -1.6780, -0.1194], [-6.3331, -4.0275, -0.1845], [-4.5419, -5.8620, -0.7891], [-2.3662, -6.5799, -0.8273], [0.0295, -5.9919, -1.6236], [0.8032, -3.6540, -1.1161]], "forces_ev_per_angstrom": [[1.6357, 1.3836, 0.8612], [-0.8246, -0.7597, -1.0235], [-0.3892, 1.3585, -0.3628], [0.3615, -2.0950, 1.9536], [0.3335, 1.5780, -0.4836], [-0.6933, -0.6221, 0.4379], [0.4698, 1.3868, -1.2244], [-0.1700, -1.7464, 1.6609], [0.9459, 0.1766, -0.5332], [-1.5922, 1.0555, -0.9336], [-0.6321, -0.2377, 0.1051], [-1.5048, -0.9488, -0.0458], [-0.1476, 1.2463, -0.1597], [-0.1905, -1.0408, -0.7949], [0.9291, -1.4063, 0.2077], [0.4853, 0.4798, -1.0858], [-0.9032, -2.4275, 0.8476], [0.0187, 0.4940, -0.9282], [0.3505, -1.4430, 0.2086], [-0.6224, -0.3536, 0.6817], [-0.0818, 1.3977, -2.7254], [-0.1652, -1.0652, -0.3839], [0.7230, 0.4561, 0.2476], [0.6184, -0.6576, 0.3820], [-1.0437, 0.2124, -1.3217], [0.5593, 0.0908, 0.8469], [-1.5331, 0.4005, 0.4995], [-1.0429, 0.4693, -1.7258], [0.5537, 1.5182, 1.7043], [0.1336, -0.0708, 0.2861], [-1.2699, 0.4007, 0.0664], [0.2090, -1.0594, 1.0335], [-0.5140, -0.6236, 1.4037], [1.2415, 0.1837, -2.1437], [-0.5001, -0.4855, -0.6617], [0.3309, 1.9562, 0.0357], [1.2731, 0.7307, 0.8049], [0.0150, 1.0295, 0.3403], [1.4152, 1.0442, 0.4082], [-1.6180, -0.0652, 0.0497], [0.4152, 1.7516, 0.6509], [-0.5872, 0.0524, -0.3233], [0.8614, -0.2303, 0.2285], [0.2033, 0.0697, 0.9147], [0.6355, -0.1333, -0.3184], [0.2482, 0.1527, 0.3582], [0.3417, 0.0706, 0.0386], [-0.0971, -0.2948, -0.0937], [-0.3477, 0.1521, 0.1264], [-0.2671, -0.6388, 0.4840], [0.0738, -0.0729, -0.0663], [1.7863, -0.4055, 1.2140], [-0.3215, 0.0252, 0.4501], [0.4210, 0.4926, 0.8134], [-0.2630, 0.2008, -0.1468], [-0.0558, 0.4601, -0.4600], [-0.1318, 0.7140, 0.3817], [0.2979, -0.0261, -0.9159], [-0.0318, 1.2203, -0.4789], [-0.6127, 1.3471, 0.5412], [0.2861, -1.1860, -0.3981], [0.1339, -0.2239, -0.4432], [-0.8111, -0.1545, 0.5916], [-0.2685, 0.3595, -0.3458], [0.4812, -0.4557, -0.3394], [0.5231, -0.0578, -0.5136], [0.7088, 0.2725, 0.1026], [0.4413, -0.4347, 0.0955], [-0.7635, 0.5904, 0.0097], [0.0016, -0.1891, -0.3870], [0.0834, 0.3579, 0.0500], [0.8217, -0.1002, 0.4677], [-0.2640, -0.0446, -0.3360], [0.2393, -0.2938, 0.2646], [-0.6194, -1.0603, 0.5081], [-0.5309, -1.4968, -0.0757], [-0.1708, 0.0805, 0.1174], [-0.1603, -0.9101, -0.2383], [-0.0888, 0.0747, -0.5104], [-0.2378, 0.0751, 0.4722], [0.3329, 0.1141, -0.4699], [0.1941, -0.6529, -0.2782], [0.0487, 0.2621, -0.2747], [-0.3113, -1.3749, 0.0309], [0.7903, -0.1863, -0.0419], [1.5096, 0.3897, 0.7610], [-0.0454, -1.7518, 0.1435], [-1.3761, 1.9828, -0.3658], [-2.3690, -2.2025, -0.7305], [1.3832, 2.5103, 0.7385], [0.7205, -1.7159, -0.9449], [0.1497, -1.1763, 1.2758], [-2.4825, 0.1651, -0.0252], [1.6199, -0.0288, 0.6957], [1.4962, 1.5373, -0.4864], [-1.0504, 0.5573, -0.2906], [-0.3569, -0.1532, -0.0577], [1.7845, -1.6853, -1.0676], [-1.3064, 0.9434, 0.3372], [-0.4022, 0.5824, -0.3225], [0.5904, 0.0749, 0.1145], [0.3294, -0.0937, 0.1719], [1.1596, -0.3465, -1.1615], [-0.3563, -0.1009, 0.1008], [-0.1194, -0.6816, -0.4119], [-0.4230, 0.6974, 1.0889], [-1.0474, 0.2820, 0.4448]]}

Entry 2:
{"formula": "C11H12N4O4", "method": "wB97M-V/def2-TZVPD", "smiles": "CC(=O)/C(=N\\O)C(=O)N(c1ccccc1)N(C)N=O", "relative_energy_ev": 5.1165, "homo_ev": -9.24, "multiplicity": 1, "lumo_energy_ev": -0.66, "e_tot_ha": -946.117282, "species": ["C", "C", "O", "C", "N", "O", "C", "O", "N", "C", "C", "C", "C", "C", "C", "N", "C", "N", "O", "H", "H", "H", "H", "H", "H", "H", "H", "H", "H", "H", "H"], "positions_angstrom": [[1.2160, 2.4664, -2.6450], [1.2232, 0.9404, -2.7039], [2.1481, 0.3512, -3.2051], [0.0850, 0.1216, -2.2348], [-0.0925, -1.1238, -2.6512], [0.6517, -1.7383, -3.6313], [-0.6163, 0.5842, -1.0028], [-1.6421, 1.2195, -1.0703], [-0.1475, 0.1327, 0.2477], [-1.0258, -0.0065, 1.3710], [-2.2680, -0.5947, 1.1543], [-3.0948, -0.8808, 2.2805], [-2.6247, -0.7528, 3.5770], [-1.3743, -0.1277, 3.7694], [-0.6239, 0.2156, 2.6877], [1.2683, -0.1953, 0.2905], [1.7440, -1.5211, 0.1503], [2.1199, 0.7830, 0.6256], [3.0946, 0.7353, -0.0914], [2.2853, 2.7811, -2.7744], [0.9600, 2.8524, -1.6392], [0.5512, 2.9276, -3.4118], [1.5507, -1.2453, -3.7911], [-2.7060, -0.7993, 0.1732], [-4.1334, -1.3278, 2.2349], [-3.2429, -1.1201, 4.2972], [-1.0304, 0.0506, 4.7644], [0.2772, 0.9305, 2.8017], [1.8044, -1.7022, -0.9098], [2.6206, -1.7741, 0.7007], [1.0223, -2.1824, 0.6358]], "forces_ev_per_angstrom": [[0.9931, 0.2520, 0.5673], [-0.4320, 1.1173, -0.4716], [1.0340, -0.2726, -0.5930], [1.7605, -2.3783, -0.7561], [-0.0882, 1.2382, 0.7052], [1.1329, 1.7390, 0.4864], [-1.7534, -0.3993, 0.7235], [0.3051, 0.0805, -0.0807], [2.4297, 0.1146, -0.1515], [-0.5737, -1.4510, -0.0182], [-1.5978, -0.1012, 0.8882], [-0.3006, -0.7237, -0.3533], [2.0671, 1.3834, -2.6390], [-1.4559, -1.0381, 0.3313], [2.4518, 2.7207, -0.8555], [-3.0302, 0.6484, 1.0439], [-1.4722, -1.4475, -0.6710], [-0.1461, 1.7148, -1.6045], [0.7693, -0.1691, 1.2657], [-1.0305, -0.2424, -0.3024], [-0.3480, -0.3097, -0.4925], [0.4492, -0.4725, 0.5852], [-2.0727, -0.3899, 0.6474], [0.5633, 0.1587, 0.2245], [1.4069, 0.5760, -0.6818], [-1.2805, -0.6182, 2.3903], [0.2906, 0.2065, 0.4120], [-1.1886, -1.6866, 0.0213], [0.4301, -0.9121, -0.2461], [1.0839, 0.6605, 0.0889], [-0.3970, 0.0014, -0.4638]]}

Entry 3:
{"formula": "C5H11F", "method": "wB97M-V/def2-TZVPD", "smiles": "CCC[C@@H](C)F", "relative_energy_ev": 1.2405, "homo_ev": -10.62, "multiplicity": 1, "lumo_energy_ev": 1.07, "e_tot_ha": -296.926162, "species": ["C", "C", "C", "C", "C", "F", "H", "H", "H", "H", "H", "H", "H", "H", "H", "H", "H"], "positions_angstrom": [[2.7568, -0.1960, 0.0614], [1.3745, 0.4237, 0.0281], [0.3032, -0.6730, -0.1401], [-1.1293, -0.1727, 0.4415], [-1.2673, 1.2594, -0.0857], [-2.1638, -0.8250, -0.1470], [2.8428, -0.9979, -0.7952], [3.4550, 0.5642, -0.2401], [3.0537, -0.6115, 0.9648], [1.1784, 1.2112, 0.7606], [1.3991, 0.9553, -1.0110], [-0.0514, -0.6476, -1.1502], [0.4364, -1.6616, 0.1665], [-1.2608, -0.2199, 1.5209], [-2.3203, 1.5782, -0.3922], [-0.8880, 2.0127, 0.6050], [-0.5975, 1.3939, -0.9377]], "forces_ev_per_angstrom": [[-0.1419, -0.4596, -3.1303], [0.3994, -0.3321, -2.7652], [-3.6613, 2.7219, 0.9858], [1.8896, 1.8522, -0.6983], [-0.6682, 1.2918, -0.1528], [-0.7209, -1.6584, -0.3847], [-0.2519, 1.3002, 1.7408], [0.6407, 0.3039, 0.1476], [0.4509, -0.9030, 1.7147], [0.1146, -0.5012, 0.1887], [-0.2585, -0.4928, 1.9391], [0.4963, -0.5854, -0.9970], [0.9931, -1.4450, 0.6622], [0.1537, -0.2234, 0.1198], [1.3296, -0.7665, 0.5901], [-0.2270, -0.0368, 0.3154], [-0.5384, -0.0657, -0.2759]]}